No. 1
120
Properties=species:S:1:pos:R:3 method="wB97M-V/def2-TZVPD" multiplicity=1 smiles="O=S1(=O)CCCC1.O=S1(=O)CCCC1.O=S1(=O)CCCC1.O=S1(=O)CCCC1.O=C1OCCO1.O=C1OCCO1.O=C1OCCO1.O=C1OCCO1.O=C1OCCO1.O=C1OCCO1" homo_energy_ev=-9.55
S -1.891 5.054 -2.065
S 6.989 1.726 2.213
S -2.866 -4.116 -4.021
S -2.044 0.677 5.115
O 2.083 -2.821 -2.396
O -1.652 -4.854 -4.364
O -0.699 0.073 -4.778
O 3.718 -3.570 2.088
O 3.135 2.961 4.893
O -1.061 1.693 -3.248
O -3.694 -3.564 -5.088
O -3.223 -0.055 4.605
O -4.330 0.035 -0.105
O 3.238 -3.761 -3.937
O -4.635 -1.497 1.474
O -0.425 5.216 -1.769
O 3.958 -1.780 -2.992
O 3.548 3.715 2.862
O 0.975 -0.600 -0.058
O -1.936 1.126 6.532
O -0.260 1.194 0.036
O 1.698 4.446 3.786
O 8.038 1.191 3.137
O -2.511 5.174 -3.416
O 1.761 -4.600 2.079
O 3.524 -5.893 2.412
O -0.328 2.137 -5.392
O 6.857 3.165 2.085
O -6.386 -0.841 0.349
O 2.048 1.372 0.327
C -2.416 -2.786 -2.867
C 3.222 -2.783 -3.092
C -0.024 0.146 3.388
C 2.804 3.622 3.924
C 1.323 -3.936 -2.820
C -0.318 -1.119 -0.339
C -6.934 -1.724 1.336
C 0.257 1.316 -6.425
C -2.747 6.173 -0.836
C -2.948 5.244 0.408
C 2.793 -2.655 1.461
C -1.109 0.144 -0.183
C -3.236 3.758 -0.034
C 1.496 -3.319 1.585
C -5.053 -0.710 0.483
C 1.638 5.084 2.580
C -3.521 -4.445 -1.505
C 2.942 4.632 1.929
C 5.044 0.504 0.952
C -5.668 -2.065 2.256
C 7.355 1.080 0.545
C -3.219 -2.974 -1.649
C -1.564 2.030 4.014
C -3.950 -4.995 -2.908
C 0.983 0.716 0.162
C 2.332 -4.762 -3.440
C -0.783 1.342 -4.370
C 6.383 -0.046 0.331
C -0.252 -0.120 -6.085
C -0.105 1.717 3.534
C -0.516 -0.429 4.792
C 3.050 -4.796 2.198
C -2.467 3.475 -1.308
C 5.387 0.784 2.407
H -1.877 -0.062 0.563
H -7.749 -1.277 1.905
H 0.983 -0.176 3.121
H -4.153 -2.428 -1.788
H -5.884 -1.533 3.182
H -2.926 3.026 0.711
H 5.693 -0.143 2.893
H -4.229 -4.756 -0.737
H -1.127 -0.347 -6.694
H -2.789 -2.606 -0.718
H 6.737 -0.970 0.788
H -2.494 -1.789 -3.301
H 1.343 1.380 -6.490
H 7.081 1.903 -0.116
H -4.300 3.618 -0.223
H -7.354 -2.629 0.897
H 3.612 5.445 1.648
H -0.679 -1.955 0.260
H 2.752 -5.502 -2.759
H 8.376 0.736 0.383
H 0.616 -0.775 -6.004
H -2.610 -4.984 -1.243
H -3.080 2.947 -2.038
H -2.054 5.261 1.031
H 0.117 2.229 2.598
H -5.530 -3.126 2.467
H -0.210 1.597 -7.368
H 1.060 -3.357 0.586
H 2.626 4.221 0.970
H -3.666 6.502 -1.320
H 0.668 -3.482 -3.564
H -2.030 6.981 -0.691
H -1.558 0.355 -1.153
H 1.827 -5.344 -4.211
H 0.797 -2.815 2.253
H 0.757 4.639 2.118
H -3.804 -6.061 -3.084
H 6.243 -0.212 -0.737
H 0.203 -0.294 5.601
H 0.734 2.004 4.167
H 4.703 1.369 3.022
H -0.756 -0.159 2.641
H -1.505 2.882 4.692
H -0.879 -1.456 4.763
H -4.956 -4.676 -3.183
H 2.765 -1.702 1.991
H -3.878 5.458 0.934
H -1.402 -3.157 -2.718
H -2.438 2.187 3.381
H 1.578 6.173 2.565
H -0.297 -1.428 -1.385
H -1.507 2.995 -1.118
H 0.818 -4.458 -2.007
H 4.699 1.384 0.411
H 4.208 -0.196 0.942
H 2.913 -2.546 0.383

=====

No. 2
8
Properties=species:S:1:pos:R:3 method="wB97M-V/def2-TZVPD" multiplicity=1 total_charge=-1 homo_energy_ev=-3.53
I 3.295 -0.682 0.040
O 2.939 2.965 -0.452
O 0.874 3.152 0.518
C 1.875 2.817 0.006
C 0.330 -0.115 -0.092
C 1.468 0.525 -0.274
H -0.583 0.461 -0.212
H 0.169 -1.168 0.151

=====

No. 3
19
Properties=species:S:1:pos:R:3 method="wB97M-V/def2-TZVPD" multiplicity=1 smiles="NC(=O)CC(N)(N)C(=O)O" homo_energy_ev=-9.42
O -1.701 -0.197 -2.073
O -1.141 1.692 -1.007
O 2.426 0.726 -1.367
N 1.307 1.574 0.439
N -0.790 0.004 1.391
N -1.199 -1.867 0.175
C 1.577 0.564 -0.497
C -0.491 -0.641 0.167
C 0.985 -0.799 -0.169
C -1.054 0.346 -1.199
H -1.793 0.060 1.554
H 1.544 -1.266 0.651
H -0.547 1.960 -0.278
H -2.205 -1.706 0.148
H -0.110 -0.282 2.097
H 1.188 1.248 1.401
H 1.102 -1.414 -1.067
H 1.917 2.378 0.322
H -1.013 -2.380 -0.688

=====

No. 4
17
Properties=species:S:1:pos:R:3 method="wB97M-V/def2-TZVPD" multiplicity=1 homo_energy_ev=-8.07
N -1.294 1.153 0.960
C 2.222 -0.220 1.199
C 0.835 0.134 0.803
C -2.391 0.269 -1.058
C -0.141 0.665 1.589
C -1.263 0.387 -0.088
C 0.192 -0.162 -0.430
C 0.589 -0.798 -1.527
H -2.494 1.210 -1.606
H 2.239 -1.209 1.669
H -0.049 -1.326 -2.227
H 2.903 -0.236 0.344
H 2.625 0.498 1.921
H -2.225 -0.533 -1.778
H 1.606 -0.777 -1.906
H -0.034 0.872 2.648
H -3.319 0.073 -0.513

=====

no.,HOMO-LUMO gap (eV),LUMO level (eV)
1,9.145,-0.41
2,6.889,3.35
3,9.828,0.40
4,7.964,-0.10